Entry from the OMol25 dataset: a 2-piece molecular cluster, CH5PS2 overall in a non-equilibrium geometry (the ωB97M-V functional and the def2-TZVPD basis).

Its molar mass is 112.159 g mol⁻¹. The energy above the lowest of the compared OMol25 structures with the same formula, charge and spin comes out at 3.4447 eV. As for the charge: 0. The calculation puts the total energy at -32074.61195 eV. The frontier orbital gap (alpha / beta) comes out at 8.51 / 6.26 eV. The highest occupied orbital energy (alpha / beta) is -0.337 / -0.301 Ha.

XYZ file:
```
9
Properties=species:S:1:pos:R:3:forces:R:3
C 0.32103 0.75474 -1.31195 -0.915 -1.589 -3.204
P -0.19723 2.42802 -1.81292 -1.018 -0.109 0.573
S -0.61990 -1.73021 2.93356 0.475 -0.532 -0.502
S -0.19284 -2.71381 1.26029 -0.457 0.207 -0.351
H 0.79383 0.20267 -2.19304 -0.817 0.584 0.940
H -0.40249 0.10474 -0.82192 -0.127 0.189 -0.192
H 1.11386 0.87486 -0.69604 2.609 0.347 2.359
H -1.27733 2.35654 -0.85255 0.265 0.559 -0.460
H 0.46107 -2.27755 3.49458 -0.015 0.345 0.838
```
Forces are in eV/Å.



Entry from the OMol25 dataset: a 2-piece molecular cluster, CH5PS2 overall in a non-equilibrium geometry (the ωB97M-V functional and the def2-TZVPD basis).

Its molar mass is 112.159 g mol⁻¹. The energy above the lowest of the compared OMol25 structures with the same formula, charge and spin comes out at 2.7969 eV. As for the charge: 0. The calculation puts the total energy at -32075.25976 eV. The frontier orbital gap comes out at 8.03 eV. Its structure (SMILES) is C=S.PS. The highest occupied orbital energy is -0.320 Ha.

XYZ file:
```
9
Properties=species:S:1:pos:R:3:forces:R:3
C 0.28128 2.03039 2.37024 0.524 -1.702 -0.241
P 0.44312 -1.55483 -1.40405 1.557 -2.598 -0.381
S 0.44051 0.53699 1.70952 -0.251 1.214 0.718
S -1.06163 -1.85713 -2.78006 -1.174 0.495 -1.090
H 0.77166 2.83436 1.76066 -0.909 -0.199 1.287
H -0.19044 2.06542 3.40571 0.665 0.766 -1.582
H 0.21905 -0.47475 -0.67745 -1.014 2.288 0.801
H -0.31008 -2.35286 -0.49118 0.438 -0.007 -0.099
H -0.59348 -1.22758 -3.89340 0.163 -0.256 0.588
```
Forces are in eV/Å.